No. 1
{
  "formula": "C24H17ClCoN8O3",
  "method": "the ωB97M-V functional and the def2-TZVPD basis",
  "symbols": ["Co", "Cl", "O", "O", "O", "N", "N", "N", "N", "N", "N", "N", "N", "C", "C", "C", "C", "C", "C", "C", "C", "C", "C", "C", "C", "C", "C", "C", "C", "C", "C", "C", "C", "C", "C", "C", "C", "H", "H", "H", "H", "H", "H", "H", "H", "H", "H", "H", "H", "H", "H", "H", "H", "H"],
  "coordinates": [[0.52303, -0.00953, 0.61045], [6.61110, 4.22185, 0.07432], [0.53548, -2.00640, 1.42990], [2.44525, 0.02152, -0.03257], [-2.42984, 0.31250, -1.20114], [-1.31241, 0.52934, 1.02508], [0.39659, -1.29779, -3.01627], [0.58532, -3.84873, 0.16216], [0.61331, 2.07470, 0.53062], [-3.31373, -3.65189, 0.87620], [-3.27251, -2.45135, -3.35367], [0.31800, -1.64685, -0.74362], [-2.65817, -0.62220, -0.49973], [-3.20140, -1.74061, -0.88072], [-3.24283, -2.12620, -2.25175], [0.28603, -2.14794, -1.95996], [-0.94554, 4.04373, 0.27716], [4.67785, 0.74053, -0.40476], [-3.57841, 0.03860, 1.71943], [-3.33185, -2.78308, 0.09791], [0.48417, -2.51799, 0.31441], [-2.31583, -0.42749, 1.10198], [1.70756, 2.80045, 0.58238], [3.29154, 1.01353, -0.03682], [-2.18256, 4.47860, 0.64966], [-0.59406, 2.70780, 0.55178], [-3.94107, 1.32794, 1.79461], [3.98978, 3.38453, 0.39287], [5.54334, 1.77569, -0.49282], [5.24093, 3.11426, -0.08089], [0.70376, -4.68079, 1.37316], [-1.65654, 1.77416, 0.97540], [0.30031, -3.57381, -2.20657], [-3.18599, 3.60254, 1.06762], [-2.99797, 2.26536, 1.23106], [0.41237, -4.34409, -1.09727], [2.99843, 2.35953, 0.34125], [3.69300, 4.34997, 0.83835], [-0.18167, -4.64326, 1.99926], [-0.19989, 4.66067, -0.17100], [-4.26769, -0.71385, 2.09237], [0.25748, -4.02720, -3.14675], [4.91515, -0.23731, -0.79018], [0.41937, -5.38259, -1.16322], [6.52424, 1.57667, -0.91657], [1.59402, 3.86434, 0.82791], [0.38745, -0.30099, -2.83917], [0.87549, -5.67804, 1.00795], [-4.12334, 4.01497, 1.40158], [-2.37659, 5.55442, 0.58925], [-4.90882, 1.65250, 2.09652], [-1.93706, -1.42969, 1.29434], [0.29013, -1.59895, -3.97462], [1.53534, -4.37209, 1.93312]],
  "gap_ev": [7.0, 5.2],
  "total_charge": 1,
  "spin_multiplicity": 5,
  "lumo_energy_ev": [-3.558, -5.466],
  "homo_ha": [-0.387, -0.393]
}

---

No. 2
{
  "formula": "C55H50N3O2",
  "method": "the ωB97M-V functional and the def2-TZVPD basis",
  "symbols": ["O", "O", "N", "N", "N", "C", "C", "C", "C", "C", "C", "C", "C", "C", "C", "C", "C", "C", "C", "C", "C", "C", "C", "C", "C", "C", "C", "C", "C", "C", "C", "C", "C", "C", "C", "C", "C", "C", "C", "C", "C", "C", "C", "C", "C", "C", "C", "C", "C", "C", "C", "C", "C", "C", "C", "C", "C", "C", "C", "C", "H", "H", "H", "H", "H", "H", "H", "H", "H", "H", "H", "H", "H", "H", "H", "H", "H", "H", "H", "H", "H", "H", "H", "H", "H", "H", "H", "H", "H", "H", "H", "H", "H", "H", "H", "H", "H", "H", "H", "H", "H", "H", "H", "H", "H", "H", "H", "H", "H", "H"],
  "coordinates": [[2.05122, -6.99708, -3.82125], [0.81001, 0.59460, 1.04685], [0.00212, 4.42806, -0.48268], [0.54785, 3.21747, -0.34834], [-1.59588, 2.94355, 0.08633], [4.60114, -3.28309, 1.18774], [-0.05357, -4.98155, 2.18863], [-3.79650, 0.26864, -3.39813], [-0.13094, 0.86617, 0.27998], [1.76428, 1.21091, -2.15897], [0.00890, -5.10834, 4.59781], [-3.76475, 3.35999, -1.79848], [-3.16300, 1.75012, 1.57966], [-4.19943, 7.32341, -0.50508], [3.26906, -7.54197, -4.26833], [2.14970, -6.27239, -2.65557], [-1.91589, 0.03211, -1.32572], [3.42403, -3.80263, 1.74186], [6.24336, 2.57497, -0.51623], [0.97909, -5.02788, -0.94075], [-2.60247, 0.96408, -3.46367], [2.79781, 3.89328, 0.31674], [-1.69295, 0.87386, -2.43637], [-3.96265, 2.57749, -0.54996], [-0.91833, -0.17171, -0.28155], [-2.08865, 1.62177, 2.59900], [-2.92099, 2.42261, 0.37559], [2.21765, -4.28433, 1.11328], [3.35411, -6.06256, -1.95475], [0.96928, -5.71634, -2.11923], [5.53836, -3.13460, 3.40273], [-3.34229, 5.40218, 0.62615], [4.37714, -3.61915, 3.97087], [-3.10442, 7.32298, -1.34741], [1.27846, -4.54466, 2.18600], [-4.41413, 1.20149, 1.81383], [1.32008, -4.68123, 4.62478], [4.76550, 2.75263, -0.49892], [-4.06867, -0.52694, -2.30031], [-2.24198, 5.37633, -0.23026], [3.95236, 1.92493, -1.25231], [-5.44640, 1.32988, 0.89782], [1.95301, -4.38474, 3.42103], [3.36598, -5.35380, -0.79051], [4.17274, 3.74142, 0.26817], [-0.40780, 2.27894, -0.01899], [5.63677, -2.94436, 2.02458], [2.18165, 4.98980, 1.11153], [2.57441, 2.05849, -1.24761], [-0.67251, -5.24369, 3.38866], [-6.77613, 0.69955, 1.15126], [-4.31135, 6.36905, 0.48807], [-5.20595, 2.03668, -0.26950], [-0.59821, -1.54106, 0.19301], [-3.13961, -0.66471, -1.29726], [-1.27113, 4.28399, -0.18943], [1.98613, 3.03166, -0.42699], [3.30051, -3.92528, 3.14190], [2.17878, -4.83180, -0.22449], [-2.12871, 6.36344, -1.20610], [-0.79032, 1.45263, -2.48300], [4.29438, -3.76093, 5.03475], [4.40825, 1.17282, -1.87241], [4.79975, 4.41220, 0.82855], [1.13450, 0.52252, -1.60106], [-1.65253, 0.62351, 2.59379], [-4.59623, 0.66506, 2.72921], [-0.49055, -5.35176, 5.52235], [1.42218, 4.59449, 1.78552], [1.13499, 1.83625, -2.78840], [-3.44459, 4.63185, 1.37119], [-0.85793, -1.65952, 1.24359], [6.63374, 2.63708, -1.53226], [-4.31769, 2.93906, -2.63634], [-6.68530, -0.38649, 1.19827], [-0.58829, -5.11179, 1.26746], [-1.70075, -5.56643, 3.39808], [0.05256, -5.86214, -2.66220], [6.52168, 1.60252, -0.10872], [-1.27898, 6.34173, -1.86628], [-7.49049, 0.93356, 0.35998], [-2.71244, 3.38967, -2.07502], [-4.97107, 8.06489, -0.62825], [-3.36322, -1.28688, -0.44924], [-7.20701, 1.03917, 2.09437], [-2.46804, 1.81757, 3.60209], [2.91571, 5.53432, 1.70717], [-6.00813, 2.16997, -0.97381], [3.97325, -6.74076, -4.49092], [4.29031, -5.24913, -0.24985], [0.06430, -4.61436, -0.55844], [-1.28331, 2.32713, 2.39980], [-4.10055, 4.38738, -1.66944], [1.69079, 5.70408, 0.45025], [6.74393, 3.33923, 0.07884], [3.08110, -8.11392, -5.17669], [3.68331, -8.20735, -3.51089], [4.26898, -6.49168, -2.32263], [-5.16319, 6.37319, 1.14790], [-5.01930, -1.03337, -2.23603], [6.53355, -2.51238, 1.61279], [-2.39094, 1.58282, -4.32354], [1.85913, -4.58670, 5.55242], [2.38622, 0.60626, -2.81951], [-1.12793, -2.29425, -0.38671], [0.47158, -1.73397, 0.09764], [6.37807, -2.89144, 4.03385], [4.67202, -3.12144, 0.12679], [-4.52224, 0.37057, -4.18928], [-3.01947, 8.06458, -2.12448]],
  "gap_ev": 2.7,
  "total_charge": 1,
  "lumo_energy_ev": -5.335,
  "homo_ha": -0.294
}

---

No. 3
{
  "formula": "C62H55N4O3PdSe2Te2",
  "method": "the ωB97M-V functional and the def2-TZVPD basis",
  "symbols": ["Te", "Te", "Pd", "Se", "Se", "O", "O", "O", "N", "N", "N", "N", "C", "C", "C", "C", "C", "C", "C", "C", "C", "C", "C", "C", "C", "C", "C", "C", "C", "C", "C", "C", "C", "C", "C", "C", "C", "C", "C", "C", "C", "C", "C", "C", "C", "C", "C", "C", "C", "C", "C", "C", "C", "C", "C", "C", "C", "C", "C", "C", "C", "C", "C", "C", "C", "C", "C", "C", "C", "C", "C", "C", "C", "C", "H", "H", "H", "H", "H", "H", "H", "H", "H", "H", "H", "H", "H", "H", "H", "H", "H", "H", "H", "H", "H", "H", "H", "H", "H", "H", "H", "H", "H", "H", "H", "H", "H", "H", "H", "H", "H", "H", "H", "H", "H", "H", "H", "H", "H", "H", "H", "H", "H", "H", "H", "H", "H", "H", "H"],
  "coordinates": [[2.88991, 1.51748, -2.29809], [-0.62846, -1.70655, -1.39719], [-1.71907, 0.79074, -1.41686], [-2.07507, 3.59408, -2.51399], [-3.34587, 2.66210, -4.18725], [-2.02854, 0.98489, 0.70255], [0.50869, -0.64787, 0.45276], [-1.43165, 2.83313, 2.71616], [-4.22136, 2.30675, -1.25915], [-1.24963, 0.83752, -3.75871], [0.56285, 0.96441, -1.14489], [-3.41960, -0.72422, -1.06664], [-1.59002, -0.55995, -6.12486], [2.32368, 1.87658, 3.24198], [7.55102, 2.56753, -3.70889], [4.97903, -0.12036, -4.40080], [3.78997, -2.71408, -0.01344], [-6.22293, -4.83181, -0.19487], [1.83971, 3.74053, 1.79701], [-4.02992, -0.99175, 3.75787], [-0.37248, -4.34462, 2.10081], [0.17884, 2.86140, 6.56381], [6.87849, 3.36719, -2.80175], [3.41617, -0.29080, -1.33838], [-3.99838, 3.52270, 1.21424], [-6.80034, -3.60604, -0.49661], [-3.60325, -0.71092, 1.35667], [-2.40958, -2.47094, -2.45532], [8.94333, 2.90663, -4.17435], [-5.09993, 2.05386, -0.28991], [5.60348, 1.11621, -3.80586], [0.43585, 0.48107, 6.33969], [6.89337, 1.44838, -4.20455], [1.28874, 2.87742, 0.86604], [4.24776, -1.52739, 0.54198], [0.71816, 0.55835, 0.10885], [-3.07466, 3.78099, 0.22208], [4.93570, 1.93051, -2.87122], [4.92081, 4.05179, -1.43485], [2.98778, -1.48666, -1.90560], [3.17899, -2.69904, -1.25714], [-4.72908, -1.72144, 4.87894], [-4.26248, -1.31564, 2.43782], [2.36314, 3.23966, 2.98344], [-4.70734, -2.49897, -0.04803], [1.75577, 1.01253, 2.31649], [-2.49742, 0.41346, -5.75159], [-1.55008, 1.81907, 3.37168], [-0.45710, -0.76266, -5.34905], [-4.13550, -3.72695, 0.26861], [-3.87921, -1.23928, 0.01670], [0.67106, 1.65419, 7.04466], [4.68047, 0.93939, 0.49896], [-0.70654, -4.61632, -0.63705], [-5.03657, 2.64073, 0.96060], [-3.09812, 0.01194, 3.99991], [-2.65708, 0.34552, 1.60388], [-0.54503, 2.89149, 5.38090], [5.58146, 3.07416, -2.37929], [-3.55661, -1.44760, -2.33754], [-0.46990, -5.61015, 1.53964], [-0.61774, -3.34800, -0.07027], [-3.23106, 3.13778, -0.99625], [-6.04429, -2.44394, -0.42351], [1.24934, 1.51124, 1.12375], [4.08895, -0.30477, -0.10715], [-0.33016, -0.04667, -4.17551], [-2.43157, 0.68062, 2.98699], [-2.26430, 1.11090, -4.57218], [-0.29886, 0.51373, 5.16265], [-0.64184, -5.74499, 0.16744], [-4.89036, -4.88927, 0.19170], [-0.79797, 1.71850, 4.68000], [-0.44299, -3.21060, 1.30014], [2.51555, -1.47783, -2.88070], [-0.36731, -2.22561, 1.73870], [9.60995, 2.04878, -4.07316], [8.93865, 3.19445, -5.22782], [2.79791, 3.91329, 3.71181], [-4.46338, -1.29690, 5.84737], [5.02459, 0.74853, 1.51565], [-5.00087, -2.08127, 2.23058], [-4.45117, -2.77757, 4.89216], [7.39851, 0.81488, -4.92806], [4.73747, -1.54285, 1.50925], [-2.91803, 0.31449, 5.02640], [1.23950, 1.62670, 7.96620], [-4.43433, -5.83894, 0.44212], [5.53212, 1.27739, -0.09662], [-3.10011, -3.77050, 0.58454], [3.95291, 1.75201, 0.53063], [4.20614, 3.56540, -0.77476], [-2.69943, -3.40758, -1.98226], [-2.23133, 4.43366, 0.40670], [4.36869, 4.80993, -1.99746], [7.36938, 4.25334, -2.41041], [-0.25152, -4.23536, 3.17141], [-0.46596, -0.39777, 4.60133], [0.36210, 3.77868, 7.10915], [-6.80871, -5.73947, -0.26592], [5.02352, -0.95510, -3.69815], [-0.72305, -6.72883, -0.27730], [0.87704, 3.25483, -0.06120], [-0.91698, 3.82496, 4.97793], [0.54804, -0.12392, -3.54706], [-0.82405, -4.72630, -1.70933], [0.31715, -1.45581, -5.64758], [-7.84217, -3.55210, -0.78633], [-3.88993, 3.99148, 2.18260], [5.66699, 4.56489, -0.82739], [-4.52220, -1.94937, -2.41313], [3.92242, -3.64823, 0.51848], [-6.49583, -1.48529, -0.65334], [1.71962, -0.05557, 2.49114], [2.84869, -3.62024, -1.72197], [-1.74793, -1.13246, -7.03026], [-2.16643, -2.66128, -3.50133], [3.92916, 0.04637, -4.64510], [-5.88896, 1.35263, -0.54103], [0.82998, -0.45978, 6.70290], [9.36102, 3.73406, -3.60132], [-3.35614, 0.65424, -6.36469], [-5.81483, -1.67062, 4.77451], [2.72884, 1.49119, 4.16944], [-5.76828, 2.39861, 1.71953], [1.86523, 4.80497, 1.60067], [5.50611, -0.41269, -5.30952], [-0.40168, -6.49181, 2.16409], [-3.50920, -0.71561, -3.14101]],
  "gap_ev": [7.2, 6.1],
  "total_charge": 0,
  "spin_multiplicity": 4,
  "lumo_energy_ev": [0.080, -1.168],
  "homo_ha": [-0.261, -0.266]
}